Model w:
The following is a quantum chemistry calculation of a 2-piece molecular cluster, C2H5PS overall, from the OMol25 dataset.

Summary:
HOMO (spin up / spin down) ... -8.7016 / -8.7012 eV
LUMO (spin up / spin down) ... -0.5 / -0.6 eV
Total charge ... 0
Multiplicity ... 1
Frontier orbital gap (spin up / spin down) ... 8.1523 / 8.1512 eV

Last columns: bonded neighbours and bond lengths (Å).
Atoms and positions in Å:
1 C -1.702 -0.344 -0.425  C2 1.316, H5 1.044, H6 1.152
2 C -1.327 0.674 0.319  C1 1.316, H7 1.015
3 P 1.822 -0.662 0.262  S4 2.063, H8 1.365, H9 1.480
4 S 1.092 1.225 -0.142  P3 2.063
5 H -2.638 -0.801 -0.363  C1 1.044
6 H -1.238 -0.547 -1.460  C1 1.152
7 H -1.457 1.127 1.219  C2 1.015
8 H 2.729 -0.498 -0.745  P3 1.365
9 H 2.718 -0.175 1.334  P3 1.480



Model x:
The following is a quantum chemistry calculation of one molecule with the formula C2H5PS, from the OMol25 dataset.

Summary:
SMILES ... [H]/P=C/SC
HOMO ... -8.1535 eV
LUMO ... 0.1 eV
Total charge ... 0
Multiplicity ... 1
Frontier orbital gap ... 8.2791 eV

Last columns: bonded neighbours and bond lengths (Å).
Atoms and positions in Å:
1 H -2.910 1.570 -0.337  P2 1.419
2 P -2.725 0.356 0.374  H1 1.419, C3 1.701
3 C -1.054 0.166 0.122  P2 1.701, S4 1.752, H6 1.122
4 S -0.073 -1.236 0.498  C3 1.752, C5 1.770
5 C 1.470 -0.524 0.004  S4 1.770, H7 1.126, H8 1.064, H9 1.072
6 H -0.261 0.934 -0.076  C3 1.122
7 H 2.289 -0.307 0.744  C5 1.126
8 H 1.283 0.258 -0.693  C5 1.064
9 H 1.981 -1.217 -0.636  C5 1.072



The least stable of them is model w.



Model w:
The following is a quantum chemistry calculation of one molecule with the formula C2H5PS, from the OMol25 dataset.

Summary:
SMILES ... C=CSP
HOMO ... -8.6693 eV
LUMO ... 0.9 eV
Total charge ... 0
Multiplicity ... 1
Frontier orbital gap ... 9.5816 eV

Last columns: bonded neighbours and bond lengths (Å).
Atoms and positions in Å:
1 C -2.014 -0.066 -0.044  C2 1.314, H5 1.081, H6 1.116
2 C -0.779 0.310 -0.291  C1 1.314, S3 1.895, H7 1.064
3 S 0.581 -0.975 0.008  C2 1.895, P4 2.080
4 P 2.150 0.389 -0.067  S3 2.080, H8 1.344, H9 1.578
5 H -2.696 0.757 0.117  C1 1.081
6 H -2.287 -1.145 0.034  C1 1.116
7 H -0.575 1.354 -0.238  C2 1.064
8 H 2.397 -0.045 1.181  P4 1.344
9 H 3.222 -0.580 -0.699  P4 1.578



Model x:
The following is a quantum chemistry calculation of a 2-piece molecular cluster, C2H5PS overall, from the OMol25 dataset.

Summary:
HOMO ... -8.4590 eV
LUMO ... -0.6 eV
Total charge ... 0
Multiplicity ... 1
Frontier orbital gap ... 7.8850 eV

Last columns: bonded neighbours and bond lengths (Å).
Atoms and positions in Å:
1 C 0.077 -1.710 -0.418  P3 1.653, H5 1.081
2 C 0.401 1.761 0.252  S4 1.857, H6 1.147, H7 1.198, H8 1.069
3 P -1.461 -1.474 0.139  C1 1.653, H9 1.472
4 S 1.350 0.214 0.646  C2 1.857
5 H 0.836 -2.316 -0.892  C1 1.081
6 H 0.904 2.455 -0.511  C2 1.147
7 H 0.171 2.427 1.221  C2 1.198
8 H -0.577 1.479 -0.074  C2 1.069
9 H -1.702 -2.836 -0.364  P3 1.472



The least stable of them is model x.



Model w:
The following is a quantum chemistry calculation of an isolated ion of composition C5H6N and charge +1, from the OMol25 dataset.

Summary:
Expectation value of S² ... 2.02
HOMO (spin up / spin down) ... -12.3303 / -16.0335 eV
LUMO (spin up / spin down) ... -4.5 / -9.4 eV
Total charge ... +1
Multiplicity ... 3
Frontier orbital gap (spin up / spin down) ... 7.8584 / 6.6215 eV

Last columns: bonded neighbours and bond lengths (Å).
Atoms and positions in Å:
1 C -0.429 1.546 -0.203  C3 1.475, N6 1.337, H7 1.088
2 C -0.557 -0.291 0.922  C4 1.363, C5 1.453, N6 1.358
3 C -0.090 0.504 -1.190  C1 1.475, C5 1.515, H8 1.119, H9 1.170
4 C 0.450 -1.151 1.247  C2 1.363, C5 1.818, H10 1.117, H11 1.099
5 C -0.221 -0.783 -0.402  C2 1.453, C3 1.515, C4 1.818, H12 1.081
6 N -0.687 1.058 1.015  C1 1.337, C2 1.358
7 H -0.374 2.632 -0.248  C1 1.088
8 H -0.556 0.455 -2.207  C3 1.119
9 H 0.978 0.980 -1.182  C3 1.170
10 H 1.470 -0.928 1.644  C4 1.117
11 H 0.259 -2.225 1.376  C4 1.099
12 H -0.242 -1.799 -0.772  C5 1.081



Model x:
The following is a quantum chemistry calculation of an isolated ion of composition C5H6N and charge +1, from the OMol25 dataset.

Summary:
Expectation value of S² ... 2.05
HOMO (spin up / spin down) ... -14.4861 / -15.0521 eV
LUMO (spin up / spin down) ... -3.1 / -7.6 eV
Total charge ... +1
Multiplicity ... 3
Frontier orbital gap (spin up / spin down) ... 11.3650 / 7.4931 eV

Last columns: bonded neighbours and bond lengths (Å).
Atoms and positions in Å:
1 C 0.226 0.119 -1.064  C2 1.200, C5 1.410
2 C -0.114 -0.313 0.003  C1 1.200, N6 1.392
3 C -0.552 -0.730 3.536  C4 1.285, H7 1.072
4 C 0.023 -0.537 2.404  C3 1.285, N6 1.367, H8 1.073
5 C 0.559 0.300 -2.423  C1 1.410, H9 1.119, H10 1.026, H11 1.000
6 N -0.673 -0.648 1.233  C2 1.392, C4 1.367, H12 1.017
7 H -0.899 -0.848 4.544  C3 1.072
8 H 1.061 -0.302 2.265  C4 1.073
9 H 0.303 -0.576 -3.070  C5 1.119
10 H 0.095 1.169 -2.713  C5 1.026
11 H 1.555 0.391 -2.430  C5 1.000
12 H -1.647 -0.922 1.134  N6 1.017



The least stable of them is model w.